1.
C9H34N14O11S | ωB97M-V/def2-TZVPD

Element x y z (Å)
C (-0.3852, 2.2088, 3.9733)
C (0.8207, 3.1252, 4.0979)
O (2.0210, 2.3063, 4.2067)
S (2.7879, 2.3201, 5.6364)
O (3.2602, 0.9909, 5.7962)
O (1.6372, 2.5597, 6.8157)
O (0.7086, 1.4848, 6.8573)
H (-0.3033, 1.4023, 4.6797)
H (-0.3969, 1.7946, 2.9806)
H (-1.2998, 2.7624, 4.1334)
H (0.9074, 3.6526, 3.1673)
H (0.7359, 3.8744, 4.8690)
H (-0.1258, 1.9487, 7.0198)
C (-2.3682, -0.6168, 2.3890)
O (-2.2200, 0.4367, 1.7899)
N (-1.5451, -1.6854, 2.2145)
N (-3.3841, -0.8042, 3.2906)
H (-1.6573, -2.5593, 2.6910)
H (-0.7948, -1.5845, 1.5575)
H (-4.0093, -0.0361, 3.4419)
H (-3.5288, -1.6590, 3.7924)
C (2.3492, 6.7069, 4.0596)
O (1.4218, 6.0231, 3.6685)
N (2.3078, 8.0796, 4.0211)
N (3.4995, 6.1724, 4.5611)
H (3.0555, 8.6690, 4.3358)
H (1.4683, 8.5002, 3.6670)
H (3.5623, 5.1712, 4.6006)
H (4.2728, 6.7207, 4.8860)
C (2.8807, 9.2793, -0.0968)
O (3.1813, 9.1150, -1.2635)
N (2.6459, 8.2407, 0.7603)
N (2.7533, 10.5297, 0.4551)
H (2.3974, 8.3565, 1.7269)
H (2.7293, 7.3131, 0.3883)
H (2.9185, 11.3138, -0.1469)
H (2.5065, 10.6932, 1.4115)
C (-3.0210, -3.5790, -0.9462)
O (-2.8793, -3.9371, 0.2083)
N (-2.0004, -3.5973, -1.8547)
N (-4.2222, -3.1246, -1.4269)
H (-2.1041, -3.3045, -2.8081)
H (-1.0984, -3.9224, -1.5361)
H (-4.9905, -3.0945, -0.7843)
H (-4.3635, -2.8217, -2.3711)
C (1.2074, -5.5377, -2.4722)
O (1.0151, -4.8784, -1.4560)
N (2.4521, -5.9713, -2.8343)
N (0.1950, -5.8748, -3.3140)
H (2.6319, -6.5043, -3.6639)
H (3.2160, -5.7326, -2.2306)
H (-0.7245, -5.5595, -3.0748)
H (0.3139, -6.4009, -4.1583)
C (0.9076, -3.0838, -6.2733)
O (1.3816, -4.1388, -6.6532)
N (0.3221, -2.1918, -7.1337)
N (0.9219, -2.7027, -4.9609)
H (-0.0724, -1.3177, -6.8447)
H (0.2969, -2.4420, -8.1038)
H (1.3435, -3.3380, -4.3076)
H (0.5399, -1.8398, -4.6249)
C (-2.8284, -6.9571, -4.8979)
O (-1.8099, -6.2917, -5.0097)
N (-3.6889, -7.1507, -5.9404)
N (-3.1844, -7.5572, -3.7236)
H (-4.5293, -7.6920, -5.8744)
H (-3.4511, -6.7224, -6.8154)
H (-2.5721, -7.4345, -2.9378)
H (-4.0149, -8.1058, -3.6100)

Largest force on an atom   1.2 eV/A
HOMO   -9.40 eV
E_LUMO   0.0106 hartree
Frontier orbital gap   9.686 eV


2.
C9H34O8 | ωB97M-V/def2-TZVPD

Element x y z (Å)
C (-0.3773, -3.4908, 2.8567)
O (-1.1110, -2.4696, 3.5272)
H (-0.2964, -4.3773, 3.4977)
H (-0.8047, -3.8016, 1.9021)
H (0.6432, -3.1356, 2.7237)
H (-2.0372, -2.7286, 3.4760)
C (3.5553, -1.8208, -0.9456)
O (4.9532, -1.9407, -1.0617)
H (2.9689, -2.3830, -1.6780)
H (3.2623, -2.2382, 0.0261)
H (3.1842, -0.7952, -0.8514)
H (5.2266, -1.5135, -1.8799)
C (0.7317, 3.1559, 2.4054)
O (1.4434, 4.1709, 3.0953)
H (-0.0102, 3.6615, 1.7739)
H (1.3311, 2.5516, 1.7315)
H (0.1070, 2.5126, 3.0344)
H (0.8795, 4.9420, 3.1450)
C (0.5946, 4.0655, -0.9499)
O (-0.0992, 5.0818, -0.2275)
H (0.3265, 3.0520, -0.6606)
H (0.2689, 4.1622, -1.9942)
H (1.6689, 4.2338, -0.8574)
H (0.3160, 5.9281, -0.3928)
C (-0.6575, -0.5485, 0.4059)
O (0.1310, 0.5896, 0.1562)
H (-0.0643, -1.3142, 0.9128)
H (-1.4980, -0.3215, 1.0583)
H (-1.1008, -0.9607, -0.5058)
H (0.6716, 0.5068, -0.6358)
C (3.1775, 1.8380, -1.8810)
O (2.0369, 1.1171, -2.3281)
H (3.3605, 2.6668, -2.5650)
H (3.0719, 2.2236, -0.8696)
H (4.0321, 1.1556, -1.8308)
H (2.0738, 0.9565, -3.2708)
C (-3.2303, 0.5718, 3.1230)
O (-3.6495, 1.1824, 4.3213)
H (-3.7287, 0.9546, 2.2258)
H (-2.1486, 0.6866, 2.9767)
H (-3.3846, -0.5067, 3.1465)
H (-3.4018, 2.1091, 4.2872)
C (-3.4692, -3.6382, -3.4958)
C (-1.9904, -3.3842, -3.3243)
O (-1.6947, -2.0049, -3.1546)
H (-3.7481, -3.5206, -4.5454)
H (-4.0413, -2.8948, -2.9409)
H (-3.7450, -4.6438, -3.1919)
H (-1.3908, -3.8657, -4.1095)
H (-1.5881, -3.9136, -2.4417)
H (-0.7486, -1.8644, -3.2186)

Largest force on an atom   1.9 eV/A
HOMO   -9.89 eV
ΔE to the lowest compared entry with this formula, charge and spin   109.4 kcal per mole
E_LUMO   0.0037 hartree
SMILES   CCO.CO.CO.CO.CO.CO.CO.CO
Frontier orbital gap   9.993 eV